# 1
52
Properties=species:S:1:pos:R:3:forces:R:3 method="wB97M-V/def2-TZVPD" total_charge=+2 molar_mass_g_mol=770.88 homo_ev=-15.0 de_lowest_kcal_mol=3.8 gap_ev=7.7
Au 0.1280 1.3042 0.9794 0.00 0.46 0.71
C 0.2300 -1.3530 6.1505 0.01 0.00 0.01
C 0.9402 -0.6213 5.0510 -0.09 0.00 -0.05
C 2.2960 -0.3195 5.1083 0.06 0.01 0.02
C 2.9282 0.3560 4.0699 -0.08 0.00 0.00
C 2.1396 0.6970 3.0021 0.19 -0.05 0.06
Br 2.8096 1.5872 1.4602 0.14 0.05 -0.12
N 0.8436 0.4293 2.9073 -0.13 -0.18 -0.41
C 0.2470 -0.2196 3.9131 0.02 0.03 0.05
H 0.9069 -1.5754 6.9716 0.00 0.00 0.00
H -0.1808 -2.2941 5.7845 0.00 0.00 0.00
H -0.5958 -0.7583 6.5409 -0.01 0.00 0.00
H 2.8750 -0.6157 5.9738 0.00 0.00 0.01
H 3.9809 0.5954 4.0980 0.00 0.01 0.00
H -0.8111 -0.4151 3.8019 -0.02 -0.02 -0.01
C 0.5103 7.4965 0.9007 -0.01 -0.01 -0.01
C 1.4086 6.4551 1.1009 0.02 0.00 0.04
C 1.0949 5.1761 0.6722 -0.01 -0.01 -0.05
C -0.1251 4.9594 0.0364 -0.08 -0.05 0.00
C -1.0365 5.9931 -0.1608 0.02 0.04 -0.05
C -0.7052 7.2694 0.2714 0.00 0.00 0.04
Sb -0.6055 3.0969 -0.7641 -0.14 -0.24 -0.44
C -2.6013 3.0013 -1.3853 0.01 0.08 0.21
C -3.6222 3.3735 -0.5098 0.02 -0.05 0.01
C -4.9403 3.2650 -0.9255 0.02 0.02 0.04
C -5.2287 2.7912 -2.1982 -0.03 0.00 -0.03
C -4.2079 2.4303 -3.0659 0.05 0.02 0.02
C -2.8830 2.5316 -2.6643 -0.05 0.02 0.00
C 0.5690 2.5752 -2.4022 0.14 -0.08 0.09
C 0.4312 1.2944 -2.9399 0.06 0.04 -0.05
C 1.2017 0.9382 -4.0344 0.02 0.03 0.00
C 2.1061 1.8487 -4.5716 -0.03 -0.11 -0.03
C 2.2453 3.1125 -4.0234 0.01 0.13 0.07
C 1.4789 3.4861 -2.9256 -0.02 0.02 -0.07
H 0.7613 8.4928 1.2379 0.01 0.01 0.00
H 2.3544 6.6429 1.5906 0.01 0.00 0.00
H 1.7983 4.3671 0.8271 0.02 0.02 0.00
H -1.9853 5.8227 -0.6549 0.00 -0.01 -0.01
H -1.3976 8.0853 0.1160 -0.01 0.00 0.00
H -3.4045 3.7455 0.4854 0.01 0.02 0.01
H -5.7401 3.5532 -0.2573 -0.01 0.00 0.01
H -6.2586 2.7079 -2.5179 0.00 0.00 0.00
H -4.4409 2.0723 -4.0592 0.01 -0.01 -0.01
H -2.0934 2.2554 -3.3486 0.05 -0.01 -0.04
H -0.2747 0.5826 -2.5294 -0.03 -0.04 0.05
H 1.0992 -0.0456 -4.4715 -0.01 -0.01 0.01
H 2.7053 1.5634 -5.4256 0.01 0.01 -0.01
H 2.9485 3.8156 -4.4483 0.01 0.00 0.00
H 1.5835 4.4790 -2.5050 0.01 0.01 0.01
F -2.6154 1.2269 1.9164 -0.04 0.12 -0.03
B -1.8934 0.9125 0.8774 0.00 -0.27 -0.08
F -2.3130 0.1276 -0.0752 -0.07 0.01 0.01


# 2
55
Properties=species:S:1:pos:R:3:forces:R:3 method="wB97M-V/def2-TZVPD" total_charge=+1 molar_mass_g_mol=656.50 homo_ev=-11.3 de_lowest_kcal_mol=0.0 gap_ev=7.4
Au -0.7351 0.7047 1.2642 1.98 -0.90 0.01
O -0.8863 2.2134 4.9654 0.01 0.04 -0.16
C -0.8983 2.0108 3.7717 0.04 -0.06 -0.05
N -1.0894 0.8057 3.1790 -0.61 0.39 0.15
C -1.1788 -0.4485 3.9002 0.04 0.08 -0.02
C -0.8440 -1.5706 2.9562 -0.12 0.03 0.00
C -0.6775 -2.8796 3.3712 -0.07 0.04 0.10
C -0.4394 -3.8679 2.4358 -0.01 -0.05 0.01
C -0.3792 -3.5360 1.0904 0.00 -0.02 -0.05
C -0.5299 -2.2204 0.7209 -0.04 0.05 0.24
N -0.7519 -1.2640 1.6432 0.00 -0.50 -0.15
C -0.6855 3.1031 2.7339 -0.07 -0.25 -0.05
C -0.5786 4.4299 3.0715 -0.01 -0.05 0.06
C -0.4090 5.3630 2.0568 0.00 0.00 -0.03
C -0.3559 4.9371 0.7400 0.01 0.02 0.01
C -0.4664 3.5878 0.4545 0.07 -0.02 0.29
N -0.6202 2.7004 1.4445 -0.07 0.59 -0.10
H -2.1876 -0.6038 4.2979 0.01 -0.03 -0.02
H -0.4996 -0.4394 4.7557 0.05 -0.01 -0.01
H -0.7441 -3.1087 4.4260 0.01 0.00 -0.01
H -0.3076 -4.8941 2.7521 0.01 0.01 0.00
H -0.2031 -4.2824 0.3297 -0.01 0.00 0.00
H -0.4641 -1.8968 -0.3045 0.03 0.05 -0.04
H -0.6351 4.6961 4.1179 0.00 0.01 0.00
H -0.3238 6.4151 2.2929 0.00 0.00 0.00
H -0.2277 5.6358 -0.0739 -0.01 0.00 0.00
H -0.4352 3.2034 -0.5515 0.00 0.03 -0.05
C -1.5585 -4.0880 -5.0182 0.00 0.02 0.01
C -1.2581 -2.8535 -4.2141 0.01 -0.03 -0.01
C -0.0259 -2.2102 -4.3183 0.01 -0.02 -0.04
C 0.2472 -1.0652 -3.5903 -0.07 0.01 0.00
C -0.7267 -0.5569 -2.7407 0.19 -0.13 -0.03
C -1.9653 -1.1743 -2.6201 0.01 -0.01 -0.02
C -2.2198 -2.3182 -3.3592 -0.02 0.02 0.00
S -0.3512 0.8454 -1.7539 -1.00 0.13 -0.03
O -1.6105 1.2319 -1.1120 0.11 -0.06 -0.63
O 0.3322 1.8283 -2.5469 0.16 -0.04 0.12
N 0.5196 0.2861 -0.4987 -0.47 0.90 0.46
C 1.8613 0.7038 -0.2676 -0.28 -0.26 0.03
C 2.8060 0.8778 -1.2786 -0.01 -0.03 -0.02
C 4.0926 1.2152 -0.9105 0.01 0.01 0.04
C 4.4066 1.3618 0.4359 0.02 -0.01 -0.05
C 3.3989 1.1702 1.3580 -0.09 0.01 0.05
N 2.1432 0.8517 1.0236 0.19 0.04 -0.04
H -0.6843 -4.4251 -5.5719 0.00 0.00 0.01
H -2.3582 -3.8945 -5.7349 0.01 0.01 0.01
H -1.8909 -4.9026 -4.3735 0.00 0.01 0.00
H 0.7263 -2.6071 -4.9888 -0.01 0.00 0.01
H 1.2008 -0.5631 -3.6946 -0.02 -0.02 0.00
H -2.7199 -0.7471 -1.9734 0.02 0.00 0.00
H -3.1895 -2.7959 -3.2830 0.01 0.00 0.01
H 2.5333 0.7720 -2.3170 0.01 -0.01 0.02
H 4.8486 1.3620 -1.6708 0.00 0.00 0.00
H 5.4053 1.6184 0.7588 -0.01 0.01 0.00
H 3.5904 1.2828 2.4191 -0.01 -0.01 -0.01


no.,DFT total energy (Ha)
1,-4155.982642
2,-1960.321369